# 1
112
Properties=species:S:1:pos:R:3 method="wB97M-V/def2-TZVPD" largest_force_ev_per_a=2.829 de_lowest_ev=8.3859 smiles=COCCOC.COCCOC.COCCOC.COCCOC.COCCOC.COCCOC.COCCOC gap_ev=10.1 e_homo_ha=-0.34754 lumo_ev=0.6176
C -0.46115 -2.68362 0.61374
O -1.02441 -1.59551 1.38419
C -1.38407 -0.47776 0.56447
C -0.31644 0.01297 -0.39622
O 0.89804 0.41044 0.20535
C 1.90425 0.95346 -0.63649
H 0.58013 -2.58867 0.30580
H -0.99279 -2.97872 -0.29090
H -0.43298 -3.55124 1.27293
H -1.71639 0.37137 1.16167
H -2.25369 -0.87936 0.04429
H -0.61389 1.03127 -0.64658
H -0.14518 -0.66331 -1.23372
H 2.00627 0.34432 -1.53463
H 2.88224 0.84424 -0.16775
H 1.80115 2.01613 -0.85607
C -5.03498 1.12091 -0.39820
O -5.28372 1.00470 -1.77986
C -4.38773 1.86843 -2.55087
C -4.11060 1.37859 -4.00728
O -3.54394 0.07551 -4.10624
C -3.56332 -0.40539 -5.44384
H -5.54055 0.39143 0.23454
H -5.26109 2.14437 -0.09902
H -4.00303 0.91796 -0.11185
H -3.35362 1.79596 -2.21403
H -4.77893 2.88581 -2.55154
H -3.52723 2.03840 -4.64949
H -5.09039 1.51099 -4.46617
H -4.56983 -0.75550 -5.67287
H -2.92268 -1.28715 -5.43056
H -3.05031 0.29579 -6.10208
C -2.24941 -5.80766 3.60184
O -1.96389 -7.17545 3.17926
C -1.94487 -7.35581 1.80043
C -2.15608 -8.80521 1.44120
O -2.56821 -9.09206 0.05212
C -2.96457 -10.42890 -0.04618
H -2.36955 -5.82799 4.68500
H -3.20661 -5.41346 3.26057
H -1.43975 -5.10388 3.40885
H -0.95063 -7.07249 1.45501
H -2.78855 -6.81450 1.37233
H -2.88568 -9.27327 2.10203
H -1.15681 -9.19380 1.63760
H -2.17349 -11.15490 0.14150
H -3.26477 -10.68071 -1.06332
H -3.78734 -10.70478 0.61338
C 4.52971 3.77282 -1.24207
O 4.65411 3.09629 -0.03218
C 6.02009 3.11354 0.53752
C 6.16152 2.48643 1.99158
O 6.69001 3.45657 2.86790
C 6.92541 2.97026 4.19066
H 5.06276 3.22335 -2.01798
H 4.82963 4.81700 -1.33066
H 3.47722 3.67015 -1.50632
H 6.34831 4.15204 0.49406
H 6.62145 2.59481 -0.20906
H 6.84812 1.64098 1.94808
H 5.26472 2.01819 2.39732
H 7.17602 3.83059 4.81125
H 7.65532 2.16451 4.26871
H 5.96739 2.66722 4.61311
C -4.89471 3.73239 3.20708
O -3.99040 3.47289 2.17987
C -3.01392 4.43112 1.83810
C -2.62222 4.23000 0.32536
O -1.46022 4.97515 0.03743
C -0.67711 4.40828 -1.03173
H -5.32194 2.87478 3.72677
H -5.63946 4.39829 2.77118
H -4.36337 4.26219 3.99771
H -2.21424 4.57632 2.56441
H -3.53418 5.37453 1.67252
H -3.38931 4.57906 -0.36590
H -2.50540 3.16184 0.14236
H -1.25887 4.11305 -1.90494
H -0.12749 3.54080 -0.66635
H 0.03057 5.19612 -1.28979
C 1.36431 2.36547 -7.66939
O 1.48120 1.78537 -6.36534
C 2.18369 2.72848 -5.55276
C 2.21127 2.14423 -4.10062
O 0.94746 2.25041 -3.53384
C -0.01839 1.31730 -3.95082
H 0.87897 1.65593 -8.33954
H 2.31774 2.58587 -8.14949
H 0.77186 3.28012 -7.69189
H 1.73044 3.71563 -5.64334
H 3.18961 2.83297 -5.95934
H 2.85695 2.70220 -3.42249
H 2.61248 1.13356 -4.17592
H -0.41893 1.64284 -4.91086
H -0.84721 1.32848 -3.24299
H 0.34317 0.28933 -3.97638
C 3.26808 0.51120 5.37945
O 2.35258 -0.51665 5.80567
C 1.32848 -0.74329 4.73120
C 1.85451 -1.91887 3.87063
O 1.63795 -3.16231 4.48275
C 1.81497 -4.28097 3.58643
H 3.67208 0.12324 4.44438
H 4.06883 0.53249 6.11868
H 2.89426 1.53048 5.28236
H 1.03514 0.07589 4.07470
H 0.36148 -1.04194 5.13594
H 2.92497 -1.81792 3.69169
H 1.39636 -1.85397 2.88373
H 2.76977 -4.22975 3.06313
H 0.98332 -4.41776 2.89524
H 1.94459 -5.19190 4.17081


# 2
134
Properties=species:S:1:pos:R:3 method="wB97M-V/def2-TZVPD" largest_force_ev_per_a=3.042 total_charge=+1 gap_ev=10.1 e_homo_ha=-0.44597 lumo_ev=-2.0634
Ca 11.02134 17.07103 13.36290
Cl 12.75984 15.29994 12.63047
O 12.07492 19.36810 12.83362
S 13.25411 20.19091 12.57950
O 14.46494 19.92938 13.39146
O 13.51656 20.09471 11.04777
C 14.82748 20.36231 10.45723
C 15.40283 19.02271 10.12595
C 12.78547 21.90116 12.80918
H 15.40465 20.99195 11.16346
H 14.51892 20.95620 9.60336
H 14.81754 18.62388 9.31457
H 15.35844 18.36364 10.99031
H 16.43883 19.24380 9.78958
H 11.94596 22.07062 12.12579
H 13.66899 22.49400 12.49194
H 12.49889 22.09303 13.84985
O 18.04961 15.03667 9.41312
S 17.30216 14.66473 10.57876
O 17.94362 13.95625 11.64760
O 16.63170 16.01329 11.13580
C 16.64144 16.24964 12.57272
C 17.93838 16.90854 12.81991
C 15.87384 13.71971 10.07858
H 16.55015 15.29110 13.07638
H 15.75327 16.80403 12.82753
H 18.79642 16.33957 12.48847
H 18.06651 17.19400 13.86173
H 17.86481 17.83123 12.20692
H 16.19543 12.97639 9.35326
H 15.14930 14.40300 9.58792
H 15.46321 13.23786 10.96468
O 8.62829 17.42866 9.73072
S 9.99867 17.75703 9.86006
O 10.60891 17.86471 11.19192
O 10.85056 16.79146 8.97408
C 12.28772 16.89950 9.32562
C 13.18234 16.46610 8.17713
C 10.19713 19.41874 9.15298
H 12.46338 16.23271 10.16702
H 12.48407 17.95728 9.60172
H 14.21865 16.61658 8.43708
H 13.03534 17.01109 7.24184
H 13.12063 15.41447 7.85257
H 9.59629 19.36658 8.24938
H 11.25974 19.50986 8.94431
H 9.87659 20.19292 9.82990
O 10.89440 11.11117 10.17579
S 11.54769 10.84003 11.42492
O 10.79280 11.19998 12.61318
O 11.99406 9.36537 11.52442
C 12.61241 8.79783 12.68320
C 13.89305 8.21236 12.25932
C 13.07586 11.67526 11.55399
H 11.93260 8.02484 12.99486
H 12.78083 9.42696 13.55036
H 14.37286 7.89619 13.18722
H 14.66787 8.89071 11.87569
H 13.70986 7.40474 11.58551
H 13.63494 11.13540 12.30198
H 12.83855 12.73802 11.75340
H 13.56536 11.60714 10.56948
O 13.98114 10.83538 14.91145
S 13.46392 11.45788 16.11373
O 12.37260 10.80694 16.76622
O 14.65274 11.57626 17.17949
C 14.25928 11.90605 18.57406
C 15.53404 11.67024 19.35692
C 12.97697 13.12641 15.74651
H 13.45217 11.25448 18.88948
H 13.95582 12.94359 18.62824
H 15.99816 10.67976 19.20608
H 15.49522 11.89620 20.43022
H 16.27990 12.38858 18.96741
H 11.92761 13.19705 15.70962
H 13.45870 13.43559 14.81811
H 13.31580 13.77732 16.51521
O 9.37734 15.83045 12.79378
S 8.30791 14.86656 12.58195
O 6.98607 15.37617 12.73619
O 8.37175 14.39792 11.06724
C 9.70322 14.31407 10.40303
C 9.32008 14.22976 8.94748
C 8.64710 13.38804 13.60916
H 10.17188 13.35647 10.73864
H 10.32031 15.17876 10.69775
H 8.76715 15.11464 8.75825
H 8.71166 13.30621 8.78104
H 10.21600 14.16287 8.30848
H 9.64742 13.04880 13.33735
H 7.90090 12.64696 13.28712
H 8.51642 13.75092 14.62639
O 12.84338 16.43652 17.00156
S 13.27289 17.57906 16.18688
O 12.34082 18.13672 15.24434
O 13.71984 18.70399 17.24532
C 13.54703 20.12108 16.86344
C 13.65031 20.79818 18.18368
C 14.73805 17.19678 15.32163
H 12.56686 20.19362 16.42626
H 14.28821 20.46801 16.13903
H 13.35539 21.85362 18.09024
H 14.67623 20.85758 18.61476
H 12.97650 20.29982 18.90416
H 15.49197 16.87938 16.03733
H 15.01041 18.11113 14.80186
H 14.58631 16.36127 14.65366
O 10.13455 16.31110 15.47707
S 9.44084 15.77153 16.65753
O 8.02375 15.54278 16.42343
O 10.14849 14.47695 17.23141
C 9.22099 13.50813 17.87029
C 10.10012 12.48026 18.52877
C 9.65483 16.90477 18.01318
H 8.60064 13.05255 17.10270
H 8.64587 14.03355 18.61603
H 9.48764 11.76221 19.09211
H 10.82447 12.89214 19.23500
H 10.67019 11.98552 17.75498
H 9.31605 16.33186 18.89033
H 9.08741 17.82393 17.89003
H 10.71732 17.05892 18.16466
C 19.35914 13.64080 14.37250
C 19.49056 13.07408 15.76124
C 18.16589 12.74501 16.46453
C 17.23039 13.83377 16.54131
N 16.54112 14.74750 16.47205
H 20.30526 14.03128 13.95506
H 18.57321 14.37969 14.29984
H 18.93073 12.86993 13.73542
H 19.94690 13.77273 16.44232
H 20.13285 12.20765 15.88305
H 18.40579 12.39855 17.47013
H 17.66488 11.90194 15.97562